Density functional theory data (ωB97M-V with the def2-TZVPD basis set) for a single C6H6ClNO2 molecule.

Values from the calculation:
M, g/mol: 159.57
Energy, a.u.: -897.42080
Gap between HOMO and LUMO, Ha: 0.329
Net charge: 0

Positions of all 16 atoms, in Å:
C1 1.03893 -0.56705 0.37733
C2 -0.85974 0.59625 -0.76587
C3 0.31270 -1.52932 0.98579
C4 -1.77151 -0.25843 -0.46605
C5 0.40800 0.79385 0.03988
C6 -1.17455 -1.36151 1.29409
N1 -1.64822 -0.30296 2.19223
O1 -0.87637 0.54809 2.55636
O2 -2.83692 -0.21900 2.39690
Cl1 -2.19745 -2.70371 1.29646
H1 1.98483 -0.90717 0.13919
H2 -1.02191 1.29674 -1.58024
H3 0.66492 -2.54348 1.16896
H4 -2.59966 -0.53860 -1.06535
H5 0.21794 1.34486 1.02678
H6 1.12161 1.28956 -0.51383

Forces on atoms 1 to 2 (eV/Å):
-3.50 -0.24 1.62
0.84 1.32 0.42